Molecular formula: C3H5ClF3NO
Method: DFT, ωB97M-V with the def2-TZVPD basis set

Atoms and positions in Å:
1 C 0.10840 0.31402 -1.76192
2 C 0.38470 1.18291 -2.97974
3 C 0.12226 -0.34967 2.81174
4 H -0.60114 -1.53910 -1.28975
5 H -0.55834 -1.18315 -3.00040
6 H -0.20835 2.10209 -2.89981
7 H 1.45126 1.44101 -2.99697
8 H 1.11686 -0.29795 3.25612
9 N -0.39412 -0.90772 -2.04679
10 O 0.34089 0.73812 -0.64492
11 F 0.05843 0.53282 -4.16127
12 F -0.63537 0.66199 3.25478
13 F -0.47035 -1.50342 3.14156
14 Cl 0.26853 -0.24587 1.05186

Values from the calculation:
multiplicity = 1
energy = -27403.314 eV
highest occupied orbital energy = -9.30 eV